The following is a DFT calculation (the ωB97M-V functional and the def2-TZVPD basis) of a structure of composition C11H23AlF5N4O2S in a non-equilibrium geometry.

The geometry in XYZ format:
```
47
Properties=species:S:1:pos:R:3
C -3.5512 2.8421 0.0309
C -3.4408 2.7857 -1.6089
F -2.4213 3.7244 -2.1632
O -3.2714 1.4374 -2.1718
C -2.3189 0.6253 -1.3706
O -2.8631 -0.2553 -0.5186
N -0.8446 0.8272 -1.6348
C -0.1002 -0.4669 -1.8709
C 1.0818 -0.3032 -3.0421
C 1.0469 1.1480 -3.8042
S 2.4892 1.1708 -5.0449
C -0.1740 1.7232 -0.6201
C -0.1475 1.1513 0.9147
C 1.2278 0.3639 1.3408
C 0.8798 -0.6061 2.6279
N 0.9049 -2.0884 2.3116
C -0.2662 -2.5186 1.4463
N -1.5665 -2.1751 1.7370
N -0.0065 -3.4050 0.2219
H -4.2756 2.0078 0.4809
H -4.0866 3.8785 0.2847
H -2.5061 2.8799 0.5571
H -4.4899 3.1833 -2.0187
H 0.2914 -1.0012 -0.9036
H -0.8890 -1.2208 -2.3562
H 2.1410 -0.5888 -2.5879
H 0.8791 -1.1247 -3.8815
H 1.2224 2.0787 -3.1082
H 0.0662 1.3629 -4.4135
H 2.9091 2.5310 -5.1832
H 0.9670 1.8139 -0.9598
H -0.5743 2.8455 -0.6244
H -0.2115 2.1077 1.6260
H -1.0525 0.4727 1.2130
H 1.7783 -0.1853 0.4661
H 1.9871 1.1982 1.7297
H 1.6758 -0.4452 3.5023
H -0.1844 -0.3631 3.1111
H 0.8024 -2.6677 3.1935
H -2.1914 -2.5947 0.9880
H -0.6007 -3.0502 -0.5749
H 1.0175 -3.2327 -0.0084
F 4.4625 -2.0027 3.3792
Al 3.7333 -3.1734 4.5374
F 4.6276 -3.1087 6.0993
F 3.8369 -4.8367 3.8547
F 2.0063 -2.7453 4.8162
```

Output
HOMO ... -6.75 eV
Molar mass ... 397.37 Da
Kohn-Sham gap ... 8.59 eV
Total charge ... -1